ORCA calculation (wB97M-V/def2-TZVPD) on a 2-piece molecular cluster, C3H3NO2 overall at a distorted geometry.

The HOMO energy (alpha / beta) is -9.66 / -9.36 eV. The value obtained for the energy relative to the best compared isomer or geometry (same formula, charge and spin) is 205.53 kcal/mol. Its total energy is -321.0501 hartree. As for the lowest unoccupied orbital energy (alpha / beta): -0.0418 / -0.0357 hartree. The spin multiplicity is 1.

Last column: Mulliken charge in e.
Positions of all 9 atoms, in Å:
C: -0.16687 0.80461 -0.63535  -0.136
C: -1.22118 0.31735 -0.08955  -0.133
C: -0.01461 -0.44246 0.30022  -0.432
N: -3.58094 -0.01407 -0.01847  0.688
O: -3.85216 -1.12325 -0.30617  -0.385
O: -4.16305 0.96034 0.29673  -0.384
H: 0.38079 1.48511 -1.23600  0.367
H: 0.20455 -1.40030 -0.15484  0.208
H: 0.40018 -0.31505 1.29283  0.208

=====

ORCA calculation (wB97M-V/def2-TZVPD) on the molecule C3H3NO2 at a distorted geometry.

The SMILES is N#CC(=O)CO. The HOMO energy is -11.08 eV. The value obtained for the energy relative to the best compared isomer or geometry (same formula, charge and spin) is 66.35 kcal/mol. Its total energy is -321.2719 hartree. As for the lowest unoccupied orbital energy: -0.0115 hartree. The spin multiplicity is 1.

Last column: Mulliken charge in e.
Positions of all 9 atoms, in Å:
C: -1.78456 -0.08527 -0.28659  0.182
C: 0.64640 -0.45545 -0.06387  -0.335
C: -0.44912 0.52421 -0.21882  0.484
N: -2.73232 -0.54644 0.13804  -0.338
O: 1.76144 -0.15292 0.63783  -0.445
O: -0.42072 1.72294 -0.05954  -0.487
H: 0.35855 -1.40788 0.11788  0.420
H: 0.89814 -0.26327 -1.22583  0.223
H: 1.72219 0.66407 0.96090  0.297

=====

ORCA calculation (wB97M-V/def2-TZVPD) on the molecule C3H3NO2 at a distorted geometry.

The SMILES is O=c1[nH]cco1. The HOMO energy is -8.63 eV. The value obtained for the energy relative to the best compared isomer or geometry (same formula, charge and spin) is 62.95 kcal/mol. Its total energy is -321.2773 hartree. As for the lowest unoccupied orbital energy: 0.0244 hartree. The spin multiplicity is 1.

Last column: Mulliken charge in e.
Positions of all 9 atoms, in Å:
C: 1.29453 -0.30308 -0.26794  0.585
C: -0.79977 0.52375 0.04759  -0.133
C: -0.94442 -0.82890 0.14363  -0.282
H: 0.59200 1.69709 -0.00343  0.182
H: -1.68023 1.29291 -0.01610  0.263
H: -1.69952 -1.65435 0.28990  0.329
N: 0.40365 0.78034 -0.18562  -0.040
O: 2.46485 -0.19574 0.20472  -0.578
O: 0.36892 -1.31203 -0.21274  -0.327

=====

ORCA calculation (wB97M-V/def2-TZVPD) on C3H3NO2 as an isolated structure.

The HOMO energy is -9.42 eV. The value obtained for the energy relative to the best compared isomer or geometry (same formula, charge and spin) is 102.31 kcal/mol. Its total energy is -321.2146 hartree. As for the lowest unoccupied orbital energy: 0.0234 hartree. The spin multiplicity is 1.

Last column: Mulliken charge in e.
Positions of all 9 atoms, in Å:
O: -0.25885 -1.64325 0.94865  -0.490
C: -0.12301 -0.51804 0.21904  0.255
C: 0.03266 -0.36599 -1.11198  -0.090
O: 0.20155 0.97231 -1.37196  -0.140
C: 0.02394 1.67759 -0.22434  -0.388
N: -0.17811 0.75993 0.78638  -0.350
H: -0.48023 -1.38028 1.85528  0.361
H: 0.00681 -1.04164 -1.95585  0.410
H: 0.77523 1.53938 0.85478  0.431